1.
ORCA calculation (ωB97M-V/def2-TZVPD) on a 15-piece molecular cluster, C100H207N10O14 overall at a distorted geometry.

```
331
Properties=species:S:1:pos:R:3:lowdin_charge:R:1
C -1.724 2.714 -8.837 -0.110
C -0.623 2.157 -8.035 -0.242
C 0.424 3.257 -8.063 -0.115
N 1.721 2.959 -7.261 -0.225
C 2.197 1.506 -7.495 -0.061
C 3.461 1.179 -6.610 -0.154
C 3.194 1.482 -5.160 -0.210
C 2.694 2.891 -4.877 -0.138
C 1.476 3.278 -5.782 -0.089
C 2.758 3.959 -7.775 0.034
H -2.519 1.985 -8.988 0.093
H -1.449 3.008 -9.850 0.093
H -2.225 3.604 -8.454 0.075
H -0.202 1.241 -8.447 0.117
H -0.992 1.895 -7.043 0.093
H 0.080 4.198 -7.634 0.134
H 0.691 3.433 -9.105 0.140
H 1.472 0.748 -7.201 0.125
H 2.287 1.227 -8.544 0.141
H 3.711 0.124 -6.720 0.096
H 4.369 1.722 -6.871 0.119
H 2.415 0.799 -4.822 0.109
H 4.096 1.263 -4.589 0.104
H 2.427 2.973 -3.823 0.115
H 3.450 3.671 -4.962 0.114
H 0.695 2.554 -5.548 0.110
H 1.198 4.319 -5.622 0.130
H 3.014 3.593 -8.769 0.115
H 3.654 3.926 -7.154 0.097
H 2.372 4.978 -7.810 0.118
C 2.485 -12.130 -0.959 -0.092
C 2.064 -10.761 -1.435 -0.232
C 0.671 -10.275 -0.844 -0.095
N 0.178 -8.803 -1.094 -0.210
C -1.308 -8.766 -0.628 -0.092
C -1.867 -7.352 -0.644 -0.149
C -0.901 -6.334 0.026 -0.190
C 0.569 -6.385 -0.307 -0.171
C 1.102 -7.834 -0.267 -0.062
C 0.251 -8.499 -2.612 0.038
H 3.571 -12.163 -1.048 0.091
H 1.995 -12.946 -1.490 0.089
H 2.245 -12.285 0.093 0.084
H 2.199 -10.678 -2.513 0.110
H 2.839 -10.108 -1.035 0.095
H 0.659 -10.463 0.230 0.128
H -0.074 -10.975 -1.221 0.131
H -1.307 -9.259 0.344 0.138
H -1.814 -9.505 -1.249 0.135
H -2.706 -7.357 0.053 0.125
H -2.222 -7.037 -1.625 0.101
H -0.997 -6.458 1.105 0.094
H -1.402 -5.379 -0.128 0.107
H 1.181 -5.770 0.353 0.117
H 0.764 -5.922 -1.274 0.099
H 1.074 -8.132 0.781 0.139
H 2.148 -7.984 -0.535 0.127
H 1.303 -8.337 -2.850 0.102
H -0.184 -7.510 -2.758 0.089
H -0.206 -9.223 -3.286 0.120
C -6.744 7.336 0.942 -0.091
C -5.694 7.006 1.961 -0.227
C -5.848 5.552 2.628 -0.019
N -4.745 5.387 3.786 -0.196
C -4.938 3.950 4.398 -0.079
C -4.589 2.803 3.397 -0.122
C -3.182 2.995 2.832 -0.193
C -2.999 4.361 2.237 -0.187
C -3.282 5.430 3.268 -0.120
C -4.778 6.440 4.985 0.050
H -6.898 6.505 0.254 0.083
H -6.419 8.211 0.380 0.085
H -7.638 7.619 1.498 0.090
H -5.683 7.767 2.741 0.099
H -4.717 7.149 1.500 0.094
H -5.775 4.743 1.902 0.097
H -6.799 5.420 3.144 0.134
H -6.007 3.921 4.608 0.129
H -4.422 3.927 5.358 0.122
H -5.353 2.575 2.654 0.120
H -4.689 1.922 4.029 0.100
H -3.052 2.261 2.037 0.074
H -2.334 2.837 3.499 0.110
H -3.543 4.467 1.298 0.112
H -1.978 4.610 1.951 0.116
H -3.102 6.435 2.887 0.129
H -2.634 5.152 4.099 0.121
H -4.713 7.513 4.805 0.102
H -3.927 6.117 5.586 0.087
H -5.671 6.264 5.585 0.106
C 1.130 7.206 1.667 -0.084
C 1.131 6.206 2.805 -0.237
C 2.318 6.396 3.814 -0.103
N 2.232 5.566 5.141 -0.171
C 3.589 5.836 5.880 -0.069
C 3.750 4.881 7.070 -0.160
C 3.657 3.424 6.613 -0.154
C 2.302 3.164 5.926 -0.200
C 2.009 4.036 4.778 -0.100
C 1.054 6.183 5.922 0.018
H 1.732 6.816 0.846 0.080
H 1.585 8.168 1.904 0.086
H 0.149 7.378 1.224 0.066
H 1.098 5.167 2.477 0.088
H 0.205 6.332 3.366 0.073
H 2.610 7.413 4.077 0.136
H 3.140 6.048 3.190 0.111
H 4.321 5.660 5.092 0.127
H 3.716 6.847 6.267 0.143
H 4.709 5.151 7.513 0.128
H 3.216 5.268 7.938 0.117
H 4.509 3.191 5.975 0.118
H 3.668 2.676 7.405 0.111
H 2.152 2.146 5.567 0.109
H 1.522 3.330 6.670 0.110
H 2.744 3.769 4.019 0.117
H 1.002 3.869 4.394 0.118
H 1.105 7.271 5.980 0.114
H 1.073 5.727 6.912 0.093
H 0.065 5.970 5.516 0.078
C -9.490 -0.701 -4.399 -0.079
C -8.875 -1.846 -3.541 -0.213
C -7.490 -1.367 -2.962 -0.100
N -6.642 -2.489 -2.270 -0.213
C -5.231 -1.912 -2.029 -0.090
C -4.239 -3.004 -1.611 -0.193
C -4.158 -4.172 -2.547 -0.203
C -5.546 -4.860 -2.591 -0.118
C -6.642 -3.806 -3.125 -0.052
C -7.227 -2.773 -0.866 0.045
H -10.285 -1.254 -4.899 0.081
H -8.833 -0.495 -5.243 0.074
H -9.804 0.169 -3.821 0.086
H -8.604 -2.658 -4.216 0.088
H -9.625 -2.257 -2.865 0.115
H -7.591 -0.503 -2.306 0.115
H -6.929 -0.941 -3.794 0.122
H -4.906 -1.455 -2.963 0.119
H -5.301 -1.172 -1.232 0.107
H -3.308 -2.439 -1.674 0.088
H -4.260 -3.371 -0.585 0.114
H -3.838 -3.760 -3.504 0.108
H -3.475 -4.955 -2.218 0.095
H -5.370 -5.594 -3.377 0.116
H -5.785 -5.269 -1.609 0.113
H -6.429 -3.477 -4.142 0.134
H -7.602 -4.320 -3.071 0.122
H -7.692 -1.882 -0.445 0.111
H -6.553 -3.366 -0.248 0.097
H -8.074 -3.399 -1.146 0.096
C -3.497 -1.205 2.960 -0.069
C -3.623 -1.147 4.520 -0.183
C -2.259 -0.693 5.035 -0.136
N -2.058 -0.612 6.557 -0.186
C -2.261 -1.996 7.268 -0.067
C -1.615 -2.082 8.678 -0.166
C -0.152 -1.760 8.770 -0.144
C -0.048 -0.252 8.209 -0.169
C -0.569 -0.110 6.819 -0.092
C -2.986 0.467 7.191 0.029
H -2.582 -1.700 2.638 0.053
H -3.399 -0.224 2.493 0.052
H -4.409 -1.714 2.648 0.086
H -3.922 -2.148 4.833 0.119
H -4.329 -0.353 4.763 0.094
H -1.935 0.242 4.577 0.127
H -1.518 -1.456 4.797 0.114
H -1.906 -2.853 6.695 0.137
H -3.316 -2.223 7.424 0.130
H -1.915 -3.074 9.016 0.132
H -2.132 -1.369 9.320 0.115
H 0.672 -2.260 8.260 0.112
H 0.184 -1.820 9.805 0.122
H 0.980 0.071 8.374 0.115
H -0.529 0.368 8.965 0.110
H 0.056 -0.764 6.211 0.133
H -0.560 0.924 6.473 0.119
H -2.832 0.503 8.270 0.095
H -4.032 0.160 7.206 0.104
H -2.884 1.450 6.732 0.097
C 6.106 -2.028 -6.578 0.015
C 6.213 -1.798 -5.017 -0.370
C 4.822 -1.788 -4.256 -0.083
C 4.125 -3.217 -4.138 -0.164
C 4.985 -4.102 -3.366 -0.163
C 6.401 -4.293 -3.990 -0.406
N 7.011 -2.958 -4.343 0.132
O 8.263 -3.089 -4.869 0.168
C 6.310 -5.117 -5.351 0.022
C 7.255 -4.925 -2.898 -0.011
C 6.926 -0.496 -4.638 -0.001
H 5.609 -2.953 -6.871 0.070
H 7.064 -1.942 -7.090 0.099
H 5.483 -1.343 -7.153 0.078
H 4.200 -1.037 -4.744 0.084
H 5.015 -1.351 -3.276 0.104
H 3.805 -3.608 -5.104 0.113
H 3.228 -3.020 -3.550 0.093
H 4.559 -5.103 -3.444 0.130
H 5.073 -3.780 -2.328 0.110
H 5.479 -4.902 -6.023 0.070
H 6.187 -6.177 -5.128 0.100
H 7.186 -4.971 -5.982 0.095
H 6.874 -5.924 -2.688 0.096
H 7.142 -4.406 -1.945 0.082
H 8.298 -5.089 -3.171 0.102
H 6.226 0.330 -4.765 0.082
H 7.712 -0.281 -5.362 0.098
H 7.376 -0.502 -3.645 0.080
C -0.789 4.607 -3.097 -0.022
C -2.369 4.510 -3.032 -0.331
C -2.847 5.991 -2.659 -0.108
C -4.368 6.097 -2.855 -0.185
C -4.862 5.596 -4.199 -0.088
C -4.445 4.128 -4.693 -0.385
N -3.018 3.937 -4.377 0.153
O -2.072 3.283 -5.223 0.111
C -4.656 4.012 -6.233 -0.011
C -5.337 3.073 -3.841 0.059
C -2.728 3.650 -1.797 -0.030
H -0.419 5.002 -2.151 0.095
H -0.503 5.281 -3.905 0.080
H -0.389 3.616 -3.310 0.067
H -2.324 6.719 -3.278 0.120
H -2.672 6.279 -1.622 0.125
H -4.782 7.069 -2.585 0.130
H -4.764 5.532 -2.011 0.096
H -4.381 6.316 -4.862 0.125
H -5.920 5.775 -4.388 0.141
H -4.563 2.985 -6.586 0.092
H -3.932 4.673 -6.710 0.087
H -5.672 4.221 -6.569 0.104
H -5.495 3.377 -2.807 0.067
H -4.995 2.040 -3.907 0.091
H -6.313 3.212 -4.307 0.102
H -3.796 3.793 -1.632 0.052
H -2.293 3.867 -0.822 0.088
H -2.514 2.599 -1.995 0.081
C 4.112 -2.785 2.861 0.011
C 5.514 -2.282 3.248 -0.429
C 5.717 -0.767 2.916 -0.063
C 4.984 0.211 3.945 -0.144
C 5.438 -0.140 5.309 -0.169
C 5.175 -1.551 5.764 -0.441
N 5.736 -2.524 4.738 0.189
O 6.160 -3.898 5.121 0.153
C 3.671 -1.829 5.902 0.012
C 5.899 -1.725 7.143 -0.004
C 6.580 -3.037 2.503 -0.027
H 3.931 -3.784 3.258 0.108
H 3.929 -2.884 1.791 0.089
H 3.325 -2.090 3.151 0.059
H 5.329 -0.618 1.909 0.097
H 6.766 -0.483 2.838 0.134
H 3.896 0.280 3.921 0.092
H 5.389 1.202 3.739 0.110
H 5.110 0.580 6.058 0.129
H 6.523 -0.040 5.351 0.141
H 3.407 -2.843 6.205 0.110
H 3.170 -1.438 5.017 0.066
H 3.325 -1.293 6.786 0.095
H 5.617 -2.691 7.562 0.091
H 5.660 -1.001 7.923 0.100
H 6.982 -1.647 7.043 0.100
H 6.418 -2.884 1.436 0.086
H 6.615 -4.125 2.547 0.096
H 7.594 -2.738 2.772 0.109
C 1.002 1.931 -0.019 0.020
C 0.857 0.738 0.945 -0.395
C -0.646 0.288 1.058 -0.106
C -1.255 -0.320 -0.223 -0.167
C -0.514 -1.549 -0.468 -0.138
C 0.990 -1.318 -0.807 -0.378
N 1.593 -0.428 0.272 0.179
O 2.970 -0.659 0.661 0.130
C 1.185 -0.664 -2.200 0.010
C 1.749 -2.685 -0.773 -0.003
C 1.487 0.979 2.333 -0.006
H 0.739 1.774 -1.065 0.068
H 2.087 2.027 0.022 0.087
H 0.490 2.838 0.302 0.101
H -1.185 1.220 1.228 0.101
H -0.748 -0.378 1.915 0.090
H -1.186 0.427 -1.014 0.108
H -2.277 -0.601 0.030 0.107
H -0.908 -2.210 -1.241 0.111
H -0.531 -2.161 0.434 0.112
H 0.565 0.229 -2.275 0.061
H 0.840 -1.286 -3.025 0.085
H 2.219 -0.602 -2.538 0.090
H 1.740 -2.967 0.279 0.078
H 2.803 -2.611 -1.044 0.075
H 1.228 -3.398 -1.412 0.087
H 1.713 0.040 2.837 0.069
H 0.778 1.646 2.824 0.087
H 2.435 1.510 2.241 0.068
C -0.892 -4.309 2.975 -0.019
C 0.219 -3.367 3.510 -0.799
O 0.409 -2.267 2.941 -0.096
O 0.767 -3.747 4.544 -0.047
H -0.413 -5.177 2.523 0.047
H -1.527 -3.771 2.271 0.045
H -1.486 -4.589 3.846 0.073
C 6.825 0.175 -0.844 -0.036
C 6.754 -1.315 -1.075 -0.823
O 5.656 -1.822 -0.768 -0.088
O 7.794 -1.880 -1.388 0.006
H 5.835 0.627 -0.893 0.054
H 7.360 0.713 -1.627 0.069
H 7.274 0.466 0.105 0.076
C 5.564 2.612 1.295 -0.035
C 4.609 3.689 1.878 -0.782
O 5.125 4.399 2.793 -0.085
O 3.461 3.802 1.460 -0.067
H 5.041 1.656 1.294 0.034
H 6.438 2.477 1.932 0.073
H 5.780 2.898 0.266 0.077
C -4.446 1.255 -0.379 -0.049
C -5.864 1.844 -0.225 -0.818
O -6.774 0.998 -0.307 -0.056
O -5.941 3.054 -0.096 -0.052
H -4.386 1.086 -1.454 0.066
H -4.489 0.348 0.226 0.051
H -3.629 1.808 0.085 0.036
C -1.554 -1.909 -4.346 -0.029
C -1.741 -0.440 -3.994 -0.766
O -0.944 0.432 -4.524 -0.117
O -2.742 -0.140 -3.355 -0.045
H -2.440 -2.292 -4.851 0.073
H -1.461 -2.485 -3.425 0.046
H -0.690 -2.012 -5.002 0.070
```

Summary:
- Kohn-Sham gap: 0.1238 Ha
- Maximum force: 10.2 eV Å⁻¹
- HOMO level: -14.66 eV
- Total charge: +5


2.
ORCA calculation (ωB97M-V/def2-TZVPD) on a 2-piece molecular cluster, C2H4ClNO overall at a distorted geometry.

```
9
Properties=species:S:1:pos:R:3:nbo_charge:R:1
C 0.493 0.953 0.133 0.356
C -0.682 -0.894 0.712 -0.279
N 0.510 0.117 -1.936 -0.579
O 0.055 0.248 1.138 -0.481
Cl 1.466 2.185 0.663 0.077
H -0.224 -1.365 -0.065 0.227
H -1.629 -0.604 0.113 0.207
H -1.007 -1.490 1.635 0.210
H 1.018 0.849 -2.392 0.262
```

Summary:
- Kohn-Sham gap (spin up / spin down): 0.3029 / 0.3104 Ha
- Energy relative to the best compared isomer or geometry (same formula, charge and spin): 7.1028 eV
- Maximum force: 4.7 eV Å⁻¹
- HOMO level (spin up / spin down): -8.46 / -8.89 eV


3.
ORCA calculation (ωB97M-V/def2-TZVPD) on the molecule C6H8N2O2 at a distorted geometry.

```
18
Properties=species:S:1:pos:R:3:nbo_charge:R:1
C 0.349 0.354 -0.061 0.184
C -0.452 -0.767 3.189 0.288
C -1.260 -1.001 1.001 0.933
C 0.512 0.398 -2.759 -0.390
C -0.153 1.644 -2.274 -0.365
C 0.809 0.917 -1.355 -0.371
N -0.719 -0.446 -0.142 -0.643
N 0.542 -1.025 3.987 -0.782
O -2.405 -1.351 1.065 -0.528
O -0.258 -1.248 1.955 -0.540
H 0.008 -0.584 -2.789 0.202
H 1.242 0.500 -3.423 0.210
H 0.226 2.545 -2.543 0.223
H -1.114 1.512 -2.119 0.206
H 1.904 1.246 -1.370 0.223
H -1.252 -0.655 -0.885 0.380
H 0.591 -0.612 4.872 0.400
H 1.430 -1.429 3.651 0.371
```

Summary:
- Kohn-Sham gap: 0.3247 Ha
- Energy relative to the best compared isomer or geometry (same formula, charge and spin): 5.7011 eV
- Maximum force: 4.7 eV Å⁻¹
- HOMO level: -8.36 eV


no.,DFT total energy (eV)
1,-150559.5043
2,-18191.9849
3,-13421.6722